A structure of composition C30H46Cl2N3O6SbSi3V, computed with the ωB97M-V functional and the def2-TZVPD basis.

## Properties
LUMO level (spin up / spin down) = -0.0459 / -0.0039 hartree
energy above the lowest of the compared OMol25 structures with the same formula, charge and spin = 0.000 eV
multiplicity = 2
net charge = 0
HOMO (spin up / spin down) = -7.758 / -7.762 eV
gap between HOMO and LUMO (spin up / spin down) = 6.51 / 7.65 eV
E = -129521.4953 eV

Each line ends with the Löwdin spin population.
Geometry (Å):
Sb: 2.47667 0.01132 1.93099  -0.10
V: 0.32146 -0.26882 0.19457  1.26
Cl: -6.30286 -3.30399 3.06832  0.00
Cl: -0.96541 -3.71445 2.54982  0.00
Si: 2.77366 2.40874 2.73906  -0.01
Si: 4.68587 -0.68979 0.87490  -0.01
Si: 2.03372 -1.44367 3.97387  -0.01
O: -0.22784 0.99815 1.58619  -0.03
O: -1.22821 -1.20843 1.03235  0.03
O: 1.83984 0.06679 -1.07127  -0.02
O: 1.21142 -2.06157 0.36775  0.00
O: -3.02595 -0.01998 -1.04486  0.00
O: 1.34703 -4.19592 -0.26764  0.00
N: -1.24312 2.21114 -0.03463  -0.01
N: -0.42516 1.37640 -0.77134  -0.03
N: -0.53174 -1.38795 -1.42972  -0.01
C: -1.86258 2.60338 2.26011  0.00
C: -3.62222 -1.18753 0.95363  0.00
C: 2.34155 -3.20555 3.44504  0.00
C: -3.37221 3.83682 4.23817  0.00
C: 1.56182 2.75609 4.11713  0.00
C: -1.07578 1.91574 1.21294  0.00
C: -2.05782 1.97214 3.48462  0.00
C: -2.81470 2.58781 4.47062  0.00
C: 0.69316 1.10197 -2.84413  -0.02
C: -0.30697 1.69458 -2.04712  0.00
C: -3.78771 -0.21088 -0.11893  0.00
C: -2.43189 3.85215 2.02421  0.00
C: 0.82843 -3.09979 -0.31788  0.00
C: 1.76489 0.40943 -2.30327  0.00
C: -4.81788 -1.65464 1.51519  0.00
C: -0.37305 -2.83372 -1.21940  0.00
C: 0.27460 -1.05470 4.46593  0.00
C: 5.27048 0.79504 -0.11266  0.00
C: -4.81728 -2.71684 2.38132  0.00
C: -3.18013 4.46684 3.01432  0.00
C: -1.19946 2.74140 -2.63659  0.00
C: 4.42056 -2.17676 -0.21586  0.00
C: 4.51949 2.64502 3.38448  -0.01
C: 3.22646 -0.95390 5.33703  -0.01
C: 2.94074 0.03247 -3.15988  0.00
C: 5.89887 -1.05862 2.25653  -0.01
C: -2.36228 -1.72448 1.34306  0.00
C: 2.42751 3.49650 1.25533  0.00
C: -2.43562 -2.87713 2.18047  0.00
C: -3.61858 -3.35287 2.69298  0.00
H: -5.75233 -1.18444 1.23257  0.00
H: 0.53696 2.57753 3.79176  0.00
H: 1.88414 -3.41615 2.47691  0.00
H: 0.21584 -0.04501 4.88039  0.00
H: 5.55654 -1.90431 2.85762  0.00
H: 6.01780 -0.19737 2.91847  0.00
H: -0.37671 -1.10927 3.59229  0.00
H: -0.13421 -1.09872 -2.31726  0.00
H: 5.27718 2.44113 2.62600  0.00
H: -1.61896 0.99605 3.64865  0.00
H: -0.25201 -3.37856 -2.15381  0.00
H: -1.06539 2.79183 -3.71496  0.00
H: -3.61622 5.44101 2.83392  0.00
H: 1.41976 3.30509 0.87672  0.00
H: 1.64158 3.80005 4.43399  0.00
H: 3.09559 0.08954 5.63309  0.00
H: 6.88246 -1.31366 1.85182  0.00
H: -3.95861 4.32008 5.00925  0.00
H: 3.07030 -1.57501 6.22370  0.00
H: -1.50711 -1.08298 -1.41210  0.00
H: -0.09009 -1.76096 5.21623  0.00
H: 4.32752 -3.09084 0.37351  0.00
H: -3.61227 -4.21848 3.34109  0.00
H: 1.94505 -3.90821 4.18324  0.00
H: 4.46676 1.16167 -0.75323  0.00
H: 4.26129 -1.08714 5.01331  0.00
H: 3.83254 0.55698 -2.81406  0.00
H: -1.25257 -3.22948 -0.71274  0.00
H: 3.13271 3.29890 0.44475  0.00
H: 2.49791 4.55513 1.51955  0.00
H: 3.13677 -1.03624 -3.05878  0.00
H: 5.26172 -2.29364 -0.90562  0.00
H: 4.65733 3.67397 3.72916  0.00
H: 6.12164 0.52899 -0.74554  0.00
H: -2.23610 2.51399 -2.38996  0.00
H: 4.70425 1.98008 4.23199  0.00
H: 3.41599 -3.38643 3.35313  0.00
H: 1.75744 2.12535 4.98768  0.00
H: -4.74745 0.33741 -0.09099  0.00
H: -0.97434 3.71412 -2.19862  0.00
H: -2.97001 2.09044 5.41961  0.00
H: 2.77224 0.27690 -4.20642  0.00
H: 0.72768 1.36777 -3.89040  0.00
H: -2.27808 4.32648 1.06403  0.00
H: 3.49996 -2.07064 -0.78842  0.00
H: 5.57977 1.61497 0.53834  0.00

Forces on atoms 1 to 3 (eV/Å):
-0.11 -0.12 -0.01
0.33 0.21 -0.21
-0.01 0.00 0.01